Molecular formula: C47H59Cl12N7
Method: DFT, ωB97M-V/def2-TZVPD

Summary:
Net charge: 0
Frontier orbital gap (eV): 9.57
Lowest unoccupied orbital energy (hartree): 0.004
Strongest force on any atom (hartree/bohr): 0.067
HOMO level (eV): -9.467

Geometry as XYZ:
```
125
C47H59Cl12N7, DFT ωB97M-V/def2-TZVPD
Cl -13.5360 -5.3852 -7.9879
C -14.4796 -4.3678 -9.1364
C -15.6933 -5.0959 -9.8171
Cl -15.0899 -6.2349 -10.9188
H -13.7295 -4.2975 -9.9240
H -14.6736 -3.4078 -8.6579
H -16.4572 -4.4383 -10.2319
H -16.2748 -5.6540 -9.0833
Cl -20.8473 0.7432 -5.1829
C -22.1316 0.4036 -6.4798
C -22.9099 1.7300 -6.8466
Cl -24.2944 1.2565 -7.8015
H -22.8540 -0.3414 -6.1463
H -21.5963 -0.0440 -7.3171
H -22.2419 2.4992 -7.2340
H -23.3033 2.1361 -5.9147
Cl -19.7806 3.7938 -14.4559
C -19.4562 2.1958 -14.9634
C -18.7819 2.3783 -16.4079
Cl -17.0518 2.6884 -16.2601
H -20.3415 1.5619 -14.9135
H -18.8362 1.7332 -14.1954
H -19.2731 3.1608 -16.9863
H -18.9329 1.5246 -17.0685
Cl -18.5160 -1.5987 -6.8335
C -16.9856 -0.6974 -7.0181
C -16.7660 -0.3927 -8.4556
Cl -16.6015 -1.8768 -9.2471
H -16.1934 -1.1359 -6.4113
H -17.2455 0.2669 -6.5815
H -15.9037 0.2416 -8.6612
H -17.6421 0.1008 -8.8762
Cl -18.5973 -4.6394 -12.9041
C -17.6769 -3.4362 -13.8410
C -18.2887 -2.1023 -13.6072
Cl -17.5798 -0.8802 -14.7808
H -17.6811 -3.7572 -14.8827
H -16.6510 -3.4577 -13.4733
H -18.1465 -1.7998 -12.5697
H -19.3683 -2.0768 -13.7550
Cl -15.9723 4.8472 -11.1974
C -16.6703 3.4236 -11.9637
C -15.9460 2.1860 -11.4178
Cl -16.6325 0.7173 -12.0801
H -16.7048 3.6043 -13.0381
H -17.6537 3.2822 -11.5154
H -15.9222 2.1780 -10.3281
H -14.9533 2.2051 -11.8676
N -27.3817 -0.0330 -12.3589
C -26.9495 -0.9792 -13.2108
C -26.4548 -2.1979 -12.7838
C -26.3588 -2.3944 -11.3699
C -26.7276 -1.4060 -10.4748
C -27.2456 -0.2452 -11.0196
H -27.0249 -0.9038 -14.2855
H -26.0862 -3.0304 -13.3646
H -25.8665 -3.2813 -10.9993
H -26.5860 -1.4341 -9.4045
H -27.4387 0.6727 -10.4843
N -24.3040 -4.5734 -16.0834
C -23.5296 -4.7901 -17.1939
C -22.1576 -4.8579 -17.2210
C -21.5066 -4.6795 -15.9679
C -22.2527 -4.2942 -14.8823
C -23.6476 -4.3725 -14.9814
H -24.0555 -4.8975 -18.1311
H -21.6647 -4.9130 -18.1804
H -20.4283 -4.7313 -15.9362
H -21.7036 -4.1007 -13.9727
H -24.1857 -4.0755 -14.0934
N -23.6584 2.1909 -13.1344
C -22.8975 3.2580 -13.3581
C -23.1939 4.4999 -12.8026
C -24.2850 4.5807 -11.9043
C -25.0767 3.4571 -11.6896
C -24.7520 2.2911 -12.3614
H -22.0131 3.0347 -13.9364
H -22.6442 5.3800 -13.1022
H -24.5565 5.5098 -11.4252
H -25.9942 3.5015 -11.1215
H -25.4325 1.4544 -12.3055
N -21.5133 -0.4833 -17.7689
C -22.2243 -0.9032 -16.7225
C -23.0612 -0.0773 -15.9421
C -23.1034 1.3268 -16.2662
C -22.3291 1.7805 -17.3915
C -21.5528 0.7930 -18.0942
H -21.8839 -1.8474 -16.3238
H -23.5774 -0.5028 -15.0943
H -23.6474 2.0301 -15.6532
H -22.4068 2.8376 -17.5985
H -20.8084 1.1613 -18.7845
N -19.1304 -5.6166 -9.3365
C -19.7697 -5.1387 -8.2583
C -20.9356 -5.7694 -7.7258
C -21.4271 -6.8702 -8.3606
C -20.8718 -7.2619 -9.5476
C -19.6643 -6.7132 -9.9545
H -19.4350 -4.1912 -7.8626
H -21.3384 -5.4087 -6.7909
H -22.3397 -7.3260 -8.0057
H -21.1899 -8.1092 -10.1369
H -19.1461 -7.2506 -10.7350
N -22.6055 -2.4648 -11.7674
C -22.7214 -1.1461 -12.0210
C -21.6812 -0.2677 -11.8038
C -20.5096 -0.7464 -11.1128
C -20.3919 -2.1172 -10.7789
C -21.4183 -2.9420 -11.1989
H -23.6482 -0.7547 -12.4139
H -21.9137 0.7591 -12.0447
H -19.6714 -0.1072 -10.8781
H -19.4404 -2.4770 -10.4160
H -21.3319 -3.9899 -10.9523
N -20.9334 -8.4109 -13.9889
C -21.7911 -7.4561 -13.6740
C -22.9501 -7.6509 -12.9653
C -23.2882 -8.9565 -12.4872
C -22.4275 -10.0287 -12.7696
C -21.2704 -9.6801 -13.5196
H -21.4618 -6.4854 -14.0143
H -23.6535 -6.8587 -12.7555
H -24.1645 -9.0624 -11.8649
H -22.5520 -11.0847 -12.5804
H -20.5964 -10.4731 -13.8081
```

Results of the Mulliken charge analysis, in e, for atoms 1 through 8: atom 1 (Cl): -0.220, atom 2 (C): -0.330, atom 3 (C): 0.316, atom 4 (Cl): -0.196, atom 5 (H): 0.342, atom 6 (H): 0.185, atom 7 (H): -0.318, atom 8 (H): 0.222

***

Molecular formula: C2H5NO2
Method: DFT, ωB97M-V/def2-TZVPD

Summary:
Net charge: 0
Frontier orbital gap (eV): 10.85
Lowest unoccupied orbital energy (hartree): 0.024
Strongest force on any atom (hartree/bohr): 0.089
SMILES string: NCC(=O)O
HOMO level (eV): -10.213

Geometry as XYZ:
```
10
C2H5NO2, DFT ωB97M-V/def2-TZVPD
C 0.6435 -0.7361 0.2430
C -0.6847 -0.0016 -0.0473
H 1.5768 0.6321 -0.9772
H 2.6592 -0.3355 -0.2341
H 0.6206 -1.1932 1.2083
H 0.6714 -1.6205 -0.3871
H 0.3391 1.4276 0.2559
N 1.8077 0.0866 -0.0917
O -1.6693 -0.7112 -0.1623
O -0.6149 1.3250 0.1125
```

Results of the Mulliken charge analysis, in e, for atoms 1 through 8: atom 1 (C): -0.202, atom 2 (C): 0.462, atom 3 (H): 0.185, atom 4 (H): 0.230, atom 5 (H): 0.324, atom 6 (H): 0.293, atom 7 (H): 0.438, atom 8 (N): -0.729

***

Molecular formula: C6H9N2O2
Method: DFT, ωB97M-V/def2-TZVPD

Summary:
Net charge: -1
Frontier orbital gap (eV): 8.46
Lowest unoccupied orbital energy (hartree): 0.132
Strongest force on any atom (hartree/bohr): 0.034
HOMO level (eV): -4.865

Geometry as XYZ:
```
19
C6H9N2O2, DFT ωB97M-V/def2-TZVPD
C 2.6391 -1.3776 1.5634
C 2.8539 0.1295 1.6693
O 2.3471 0.8161 0.7193
O 3.5745 0.5554 2.5859
H 1.5794 -1.6381 1.5555
H 3.1552 -1.9403 2.3370
H 3.0568 -1.6933 0.6063
C -2.8979 0.1684 -2.2782
C -1.2675 0.6930 0.8452
C -0.5932 0.3680 -1.1890
C -1.9804 0.3724 -1.1398
N -0.1569 0.5375 0.0791
N -2.3747 0.5886 0.1393
H 0.8514 0.8015 0.3631
H -1.1541 0.7227 1.9164
H -0.0125 0.4561 -2.0892
H -3.6710 -0.5371 -1.9560
H -2.4315 -0.0764 -3.2285
H -3.5177 1.0535 -2.4993
```

Results of the Mulliken charge analysis, in e, for atoms 1 through 8: atom 1 (C): -0.727, atom 2 (C): 0.505, atom 3 (O): -0.788, atom 4 (O): -0.695, atom 5 (H): 0.216, atom 6 (H): 0.290, atom 7 (H): 0.206, atom 8 (C): -1.120

***

Molecular formula: C33H31O5P
Method: DFT, ωB97M-V/def2-TZVPD

Summary:
Net charge: 0
Frontier orbital gap (eV): 8.54
Lowest unoccupied orbital energy (hartree): 0.025
Strongest force on any atom (hartree/bohr): 0.082
SMILES string: CCOC(=O)[C@@H](C(c1ccc2c(c1)CCO2)c1ccc2c(c1)CCO2)P(=O)(c1ccccc1)c1ccccc1
HOMO level (eV): -7.857

Geometry as XYZ:
```
70
C33H31O5P, DFT ωB97M-V/def2-TZVPD
C -5.6950 -0.1058 3.4319
C -4.8525 -1.2401 2.8287
C -3.4952 -0.6523 2.7318
C -3.5472 0.6757 3.2348
O -4.7754 1.0365 3.7029
C -2.4097 1.4660 3.3832
C -1.2247 0.9366 2.9191
C -1.1941 -0.2633 2.1751
C -0.0304 -0.5737 1.2313
C 1.3119 -0.1283 1.8538
C 2.3126 -1.0168 2.3414
C 3.5523 -0.4888 2.7534
C 3.8407 0.8826 2.4742
O 5.1210 1.2734 2.7049
C 5.8187 0.0716 3.2407
C 4.8315 -1.1176 3.2020
C 2.8693 1.7633 2.0192
C 1.6035 1.2437 1.8106
C -2.3061 -1.1378 2.2177
H -6.4680 0.2414 2.7180
H -6.1858 -0.3944 4.3835
H -4.8662 -2.0821 3.5131
H -5.2554 -1.5819 1.8674
H -2.5027 2.4040 3.9210
H -0.3558 1.5710 3.0309
H 0.0309 -1.6373 0.9121
H 2.1574 -2.0897 2.4659
H 6.7120 -0.1237 2.6139
H 6.1464 0.3109 4.2688
H 4.7724 -1.5359 4.1951
H 5.2062 -1.8996 2.5386
H 3.1079 2.8162 1.8866
H 0.8115 1.9232 1.4822
H -2.2305 -2.1835 1.8422
C -5.0095 0.7727 -0.5097
C -4.0153 -0.2159 -1.0534
O -2.6932 0.1677 -0.5928
C -1.7364 -0.7463 -0.9019
C -0.3403 -0.3145 -0.4049
P 0.8170 -0.8338 -1.7581
C 0.3337 -1.0775 -3.4807
C -0.6020 -0.2828 -4.1524
C -0.8719 -0.4646 -5.5184
C -0.2277 -1.4519 -6.2704
C 0.7055 -2.2504 -5.6005
C 1.0009 -2.0630 -4.2462
C 1.9853 0.5501 -1.9713
C 1.8061 1.6796 -2.7895
C 2.8179 2.6536 -2.8607
C 4.0090 2.5242 -2.1482
C 4.2013 1.3653 -1.3909
C 3.2257 0.3659 -1.3501
O 1.5439 -2.0675 -1.3062
O -1.9907 -1.7484 -1.5520
H -5.9984 0.5741 -0.9430
H -5.0441 0.6913 0.5797
H -4.6780 1.7957 -0.7303
H -4.2704 -1.2236 -0.7345
H -4.0542 -0.2233 -2.1414
H -0.3704 0.8301 -0.5617
H -1.1492 0.5136 -3.6226
H -1.6056 0.1990 -5.9584
H -0.4363 -1.5758 -7.3350
H 1.2377 -3.0468 -6.1277
H 1.7526 -2.6991 -3.7647
H 0.8939 1.7940 -3.3932
H 2.6483 3.5235 -3.4848
H 4.7645 3.3163 -2.1635
H 5.1001 1.2051 -0.8055
H 3.4386 -0.6003 -0.8513
```

Results of the Mulliken charge analysis, in e, for atoms 1 through 8: atom 1 (C): -0.419, atom 2 (C): -0.796, atom 3 (C): 1.091, atom 4 (C): 0.145, atom 5 (O): -0.564, atom 6 (C): -1.743, atom 7 (C): -0.302, atom 8 (C): 0.462